1.
The following is a quantum chemistry calculation of 2 unconnected molecules or ions with the total composition C4H7NO2, from the Open Molecules 2025 dataset.

Geometry as ORCA input:
```
! RIJCOSX wB97M-V def2-TZVPD def2/J DEFGRID3
* xyz 0 1
N 1.919 0.761 1.524
C 0.828 0.877 0.722
O -0.014 1.739 0.743
C 0.167 -1.155 0.247
C -1.120 -0.973 -0.439
C -1.431 0.125 -1.379
O -1.278 -1.186 -1.855
H 1.895 1.322 2.365
H 2.286 -0.174 1.633
H 0.908 -1.564 -0.467
H 0.908 0.193 -0.204
H -1.973 -1.330 0.143
H -0.653 0.835 -1.654
H -2.443 0.528 -1.378
*
```

The HOMO energy is -9.1 eV. Its energy relative to the best compared isomer or geometry (same formula, charge and spin) is 136.53 kcal per mole. The calculation puts the gap between HOMO and LUMO at 8.770 eV.

---

2.
The following is a quantum chemistry calculation of 2 unconnected molecules or ions with the total composition C6H14N2O2, from the Open Molecules 2025 dataset.

Geometry as ORCA input:
```
! RIJCOSX wB97M-V def2-TZVPD def2/J DEFGRID3
* xyz 1 2
C -0.968 -3.164 -0.736
C -3.162 -0.088 -0.199
C -2.144 -2.255 -0.758
O -3.256 -2.645 -1.116
N -2.013 -0.967 -0.341
H -0.129 -2.665 -1.219
H -1.110 -0.720 0.074
H -3.987 -0.469 -0.783
H -0.575 -3.200 0.288
H -1.151 -4.157 -1.109
H -3.298 0.145 0.855
H -2.888 0.840 -0.724
C 2.064 2.816 -0.963
C 2.208 0.401 1.840
C 1.564 1.702 -0.090
O 0.864 0.790 -0.508
N 2.006 1.688 1.204
H 1.301 3.321 -1.539
H 2.557 2.472 1.512
H 1.275 -0.081 2.174
H 2.669 -0.340 1.189
H 2.592 3.544 -0.335
H 2.914 2.419 -1.526
H 2.667 0.612 2.808
*
```

The HOMO energy (spin up / spin down) is -12.9 / -12.9 eV. Its energy relative to the best compared isomer or geometry (same formula, charge and spin) is 22.41 kcal per mole. The calculation puts the gap between HOMO and LUMO (spin up / spin down) at 9.698 / 4.224 eV. The expectation value of S² is 0.783.

---

3.
The following is a quantum chemistry calculation of 11 unconnected molecules or ions with the total composition C4H30N2O11, from the Open Molecules 2025 dataset.

Geometry as ORCA input:
```
! RIJCOSX wB97M-V def2-TZVPD def2/J DEFGRID3
* xyz 0 1
C -3.743 -0.182 0.642
C -4.476 -0.390 -0.595
C -3.524 -0.592 -1.858
N -3.360 0.670 -2.458
C -2.119 -1.193 -1.755
N -1.698 -2.102 -0.790
O -1.407 -0.873 -2.680
H -4.331 0.289 1.572
H -2.978 0.500 0.501
H -3.204 -1.207 0.886
H -4.983 -1.388 -0.625
H -5.195 0.388 -0.734
H -3.931 -1.360 -2.582
H -2.589 0.803 -3.219
H -3.067 1.300 -1.660
H -1.985 -2.308 0.167
H -0.708 -2.084 -0.935
O 0.960 -4.151 0.699
H 0.964 -3.309 0.295
H 0.364 -4.786 0.408
O 0.458 3.712 2.933
H 0.997 3.893 2.056
H -0.456 3.748 2.618
O 4.300 -1.333 -0.781
H 4.683 -1.669 -0.012
H 3.731 -2.052 -0.988
O 4.052 1.216 -0.092
H 4.909 0.836 0.034
H 4.022 1.405 -1.070
O 1.533 0.269 2.693
H 2.168 -0.265 3.137
H 1.654 1.205 2.965
O -1.503 0.948 4.225
H -1.093 1.746 4.594
H -1.145 0.373 4.884
O 2.234 1.650 -3.452
H 2.704 1.661 -2.613
H 1.390 1.396 -3.067
O -0.294 -0.517 0.907
H -0.775 -0.623 1.831
H 0.499 -0.028 1.133
O 2.707 3.258 0.386
H 3.064 3.513 -0.532
H 3.393 2.514 0.571
O 1.648 -1.453 -0.472
H 2.246 -0.703 -0.240
H 0.728 -1.439 -0.148
*
```

The HOMO energy is -8.8 eV. Its energy relative to the best compared isomer or geometry (same formula, charge and spin) is 99.86 kcal per mole. Its SMILES is CC[C@@H](N)C(N)=O.O.O.O.O.O.O.O.O.O.O. The calculation puts the gap between HOMO and LUMO at 8.568 eV.

---

4.
The following is a quantum chemistry calculation of a molecular structure, C18H25BaN6OPS2, from the Open Molecules 2025 dataset.

Geometry as ORCA input:
```
! RIJCOSX wB97M-V def2-TZVPD def2/J DEFGRID3
* xyz 2 1
Ba -1.030 -0.924 -1.875
N -1.497 3.513 -0.866
C -2.434 3.185 0.111
C -3.147 3.967 1.016
C -4.002 3.289 1.857
C -4.143 1.890 1.800
C -3.432 1.133 0.895
C -2.561 1.807 0.037
N -1.710 1.309 -0.967
C -1.106 2.374 -1.469
C -0.117 2.306 -2.565
C 0.605 3.325 -3.090
S 1.599 2.755 -4.347
C 1.002 1.188 -4.113
N 0.117 1.068 -3.152
H -1.191 4.444 -1.100
H -3.042 5.044 1.062
H -4.582 3.847 2.580
H -4.829 1.405 2.481
H -3.551 0.058 0.859
H 0.614 4.369 -2.811
H 1.333 0.358 -4.723
C 2.039 -0.553 3.356
N 1.130 0.497 2.882
C 1.925 1.563 2.271
N 2.805 1.103 1.190
C 3.663 0.030 1.713
N 2.917 -1.079 2.309
C 2.172 -1.833 1.307
P 0.904 -0.797 0.420
C 0.136 -0.031 1.955
C 2.038 0.652 0.034
H 1.455 -1.369 3.783
H 2.665 -0.132 4.142
H 2.550 2.006 3.046
H 1.256 2.336 1.887
H 4.307 0.456 2.481
H 4.294 -0.350 0.909
H 1.659 -2.670 1.782
H 2.861 -2.248 0.571
H -0.468 -0.787 2.460
H -0.539 0.771 1.651
H 1.432 1.484 -0.335
H 2.722 0.370 -0.768
C 0.377 -5.087 -2.926
S -0.267 -4.533 -1.376
C -1.710 -5.555 -1.283
O -0.807 -3.090 -1.661
H 0.693 -6.124 -2.805
H 1.243 -4.470 -3.161
H -0.397 -4.998 -3.689
H -1.383 -6.594 -1.214
H -2.319 -5.390 -2.173
H -2.248 -5.281 -0.378
*
```

The HOMO energy is -13.1 eV. Its energy relative to the best compared isomer or geometry (same formula, charge and spin) is 23.84 kcal per mole. The calculation puts the gap between HOMO and LUMO at 7.746 eV.

---

5.
The following is a quantum chemistry calculation of a gas-phase ion, C8H12NO (charge +1), from the Open Molecules 2025 dataset.

Geometry as ORCA input:
```
! RIJCOSX wB97M-V def2-TZVPD def2/J DEFGRID3
* xyz 1 1
C 1.857 -0.219 -0.987
C 1.683 1.078 -0.997
C -0.408 -1.850 -0.729
C -1.567 -0.121 -0.218
C 0.481 1.570 -0.265
C -0.139 0.269 0.241
C -2.961 0.457 0.107
C 1.229 -1.559 0.943
N 0.690 -0.901 -0.211
O -1.531 -1.213 -0.842
H 2.434 1.701 -1.358
H -0.267 -2.423 -1.612
H 0.731 2.293 0.557
H -0.287 2.179 -0.879
H -0.222 0.072 1.266
H -3.615 0.084 -0.721
H -2.935 1.603 0.314
H -3.357 -0.046 1.135
H 2.130 -1.085 1.374
H 0.475 -1.488 1.611
H 1.306 -2.625 0.754
H 2.598 -0.961 -1.140
*
```

The HOMO energy (spin up / spin down) is -12.1 / -11.6 eV. Its energy relative to the best compared isomer or geometry (same formula, charge and spin) is 104.23 kcal per mole. The calculation puts the gap between HOMO and LUMO (spin up / spin down) at 8.440 / 7.566 eV.